(1)
{"formula": "C16H15BCrN7O4", "method": "ωB97M-V/def2-TZVPD", "elements": ["Cr", "O", "C", "O", "C", "C", "C", "C", "C", "N", "C", "O", "O", "H", "H", "H", "H", "H", "C", "C", "N", "N", "C", "B", "N", "C", "C", "C", "N", "N", "C", "C", "C", "N", "H", "H", "H", "H", "H", "H", "H", "H", "H", "H"], "xyz": [[0.10320, -0.32190, -0.53660], [3.43490, 1.48250, -2.40580], [2.60710, 0.88880, -1.60360], [1.38340, 1.04340, -1.61110], [3.17400, 0.05980, -0.51710], [4.48400, 0.09730, -0.04810], [4.75710, -0.49020, 1.18340], [3.70160, -0.95810, 1.96280], [2.41540, -0.92310, 1.43160], [2.18580, -0.52750, 0.17080], [1.11410, -0.94840, 2.15030], [0.89430, -1.59140, 3.26660], [0.22090, -0.28510, 1.61970], [3.01890, 2.11100, -3.02580], [5.24640, 0.60650, -0.61560], [5.76460, -0.49660, 1.57140], [3.87550, -1.28290, 2.97920], [1.61260, -2.13120, 3.63150], [0.74160, -2.68460, -3.90140], [1.19660, -1.86040, -2.88550], [0.15520, -1.29570, -2.26340], [-0.95890, -1.73060, -2.86530], [-0.64270, -2.57320, -3.84710], [-2.32260, -1.29790, -2.31010], [-2.26400, 0.21990, -2.11370], [-3.01390, 1.20520, -2.60820], [-2.59740, 2.40140, -2.03730], [-1.57050, 2.04240, -1.17860], [-1.38760, 0.72400, -1.23850], [-2.38120, -1.86450, -0.88780], [-3.39040, -2.48930, -0.28000], [-3.06680, -2.63910, 1.06030], [-1.81230, -2.06630, 1.18340], [-1.40140, -1.59590, -0.00150], [1.32730, -3.27850, -4.57230], [2.20920, -1.65420, -2.59440], [-1.38780, -3.05060, -4.45100], [-3.21680, -1.64660, -2.98430], [-3.79570, 1.01850, -3.31710], [-2.99360, 3.37610, -2.23250], [-0.98960, 2.64450, -0.50410], [-4.26690, -2.79410, -0.81690], [-3.66670, -3.06300, 1.83850], [-1.24020, -1.96550, 2.08380]], "atomic_forces_ev_per_a": [[-0.909, 0.602, -0.003], [0.344, -0.097, 0.018], [-0.841, 0.374, -0.183], [0.297, 0.154, -0.039], [0.163, -0.476, 0.718], [-0.280, -0.139, -0.054], [-0.226, 0.057, -0.102], [-0.292, -0.011, -0.074], [0.647, 0.071, -0.676], [0.463, 0.111, -0.139], [-0.147, -0.288, 0.010], [-0.241, 0.483, -0.162], [-0.144, -0.457, 0.235], [-0.167, -0.178, 0.145], [0.110, 0.020, -0.060], [0.054, -0.004, 0.034], [0.032, -0.005, 0.043], [0.153, 0.114, -0.233], [0.085, 0.145, 0.212], [-0.039, -0.377, -0.487], [0.597, 0.159, 0.894], [-0.280, -0.326, -0.354], [0.373, 0.095, 0.061], [0.403, -0.081, 0.342], [-0.619, 0.073, -0.553], [0.286, 0.117, 0.249], [0.142, -0.053, 0.146], [-0.398, 0.679, -0.160], [0.897, -0.346, 0.304], [-0.345, -0.344, -0.149], [0.202, -0.021, 0.450], [0.091, 0.077, -0.216], [-0.469, -0.197, 0.243], [0.624, 0.178, 0.105], [0.072, -0.089, -0.152], [0.138, -0.014, 0.102], [-0.256, 0.016, -0.100], [-0.298, -0.091, -0.207], [-0.124, -0.135, -0.152], [-0.064, 0.201, 0.053], [0.130, 0.157, -0.018], [-0.141, 0.021, -0.175], [-0.075, -0.183, 0.108], [0.052, 0.008, -0.023]], "homo_ev": [-15.01, -15.00], "orbital_gap_ev": [6.746, 7.087], "total_charge": 2, "spin_multiplicity": 2, "s_squared": 0.768}

(2)
{"formula": "C6H16N2", "method": "ωB97M-V/def2-TZVPD", "elements": ["C", "C", "C", "C", "N", "C", "C", "N", "H", "H", "H", "H", "H", "H", "H", "H", "H", "H", "H", "H", "H", "H", "H", "H"], "xyz": [[2.67673, -0.52486, 2.90773], [2.08144, 0.58847, 1.95170], [2.05041, 0.26110, 0.35649], [0.89040, -0.61363, 0.00238], [-0.36520, 0.09938, -0.33450], [-1.42267, -0.54271, -1.15501], [-2.32566, 0.69953, -1.67583], [-3.45317, 0.05763, -2.28119], [2.84748, -0.21653, 3.86410], [2.17762, -1.42987, 2.64618], [3.67453, -0.71061, 2.49636], [2.48959, 1.59428, 2.18776], [1.06420, 0.68799, 2.42066], [2.94165, -0.28010, 0.19964], [2.06462, 1.22011, -0.07121], [0.80279, -1.38963, 0.89713], [1.12377, -1.26972, -0.88360], [-0.57202, 0.71241, 0.57596], [-2.03496, -1.11807, -0.51576], [-1.09208, -0.97141, -2.09743], [-2.63852, 1.50530, -0.94968], [-1.60874, 1.27424, -2.30522], [-4.17213, 0.69598, -2.75813], [-4.04308, -0.61084, -1.72173]], "atomic_forces_ev_per_a": [[1.271, 0.777, -5.330], [-1.225, -0.116, 1.165], [-0.604, 0.161, 3.983], [-1.341, -2.418, -0.325], [1.836, 1.189, 2.280], [-0.262, 4.634, 1.263], [0.912, -0.515, 1.364], [-3.180, 0.341, -2.015], [-0.381, 0.475, 2.772], [-0.741, -0.765, 0.877], [0.320, -0.082, 0.169], [0.334, -0.681, -0.455], [0.200, 0.088, -1.117], [1.247, -0.431, -0.555], [-0.042, 0.983, -1.264], [-0.194, 1.222, -1.533], [-0.073, 0.682, 0.693], [-0.509, -1.961, -3.053], [-0.806, -1.427, 0.182], [0.431, -0.448, 0.497], [0.533, -1.143, 0.229], [-0.927, -0.655, -0.514], [1.744, -1.108, 1.007], [1.457, 1.197, -0.319]], "homo_ev": -8.29, "orbital_gap_ev": 9.461, "smiles": "CCCCNCCN"}

(3)
{"formula": "C35H36N3OPV", "method": "ωB97M-V/def2-TZVPD", "elements": ["V", "C", "C", "C", "C", "C", "C", "P", "C", "C", "C", "C", "C", "C", "C", "C", "C", "C", "C", "C", "H", "H", "H", "H", "H", "H", "H", "H", "H", "H", "H", "H", "H", "H", "C", "C", "C", "C", "H", "H", "H", "H", "H", "H", "H", "H", "H", "C", "C", "C", "C", "C", "N", "C", "O", "N", "C", "C", "C", "C", "N", "C", "C", "C", "H", "H", "H", "H", "H", "H", "H", "H", "H", "H", "H", "H", "H"], "xyz": [[0.82902, 0.07327, 1.01851], [2.93212, -5.28497, -0.57954], [2.94105, -4.22010, -1.47797], [2.86469, -2.92238, -1.00676], [2.78589, -2.70592, 0.37690], [2.74918, -3.77256, 1.28301], [2.83149, -5.06400, 0.79171], [2.87294, -1.03400, 0.94818], [4.51750, -0.37897, 0.92932], [4.78833, 0.87749, 1.49476], [6.08824, 1.33753, 1.52474], [7.11399, 0.55341, 0.99308], [6.84458, -0.69465, 0.44265], [5.54277, -1.16718, 0.39126], [2.24940, -0.85126, 2.66326], [3.04397, -1.10144, 3.79108], [2.47238, -0.95284, 5.04493], [1.13251, -0.55246, 5.21146], [0.33959, -0.26049, 4.12124], [0.92299, -0.39523, 2.86165], [3.00307, -6.29932, -0.95319], [3.01332, -4.40530, -2.54160], [2.88792, -2.09007, -1.70249], [2.66964, -3.60156, 2.34993], [2.82064, -5.90115, 1.47850], [4.00394, 1.47145, 1.94544], [6.31201, 2.30216, 1.96464], [8.13315, 0.92242, 1.01189], [7.64978, -1.30400, 0.05252], [5.33441, -2.13707, -0.04114], [4.07049, -1.42689, 3.67591], [3.07678, -1.15600, 5.92304], [0.72018, -0.46256, 6.21024], [-0.68492, 0.05876, 4.25025], [-0.46140, 2.45916, -1.22105], [0.98827, 2.24966, -0.78580], [1.65667, 1.15501, -1.62990], [1.16427, 2.01976, 0.73212], [-0.48904, 2.84422, -2.24091], [-0.96992, 3.18598, -0.58369], [-1.03236, 1.52828, -1.21613], [1.53065, 3.18004, -0.97680], [1.10643, 0.19901, -1.57515], [2.69525, 0.99177, -1.34182], [1.65257, 1.42975, -2.68282], [0.51149, 2.63307, 1.35698], [2.20171, 2.14704, 1.06966], [-4.87078, 2.23161, -5.56997], [-5.14276, 1.92736, -4.11144], [-4.34133, 2.41408, -3.10034], [-4.60850, 2.16151, -1.75054], [-5.71148, 1.40251, -1.39484], [-6.10639, 1.09278, -0.04431], [-5.51556, 1.32262, 1.15322], [-6.09986, 1.53039, 2.18363], [-4.07213, 1.33261, 1.19095], [-3.21147, 0.39145, 0.71692], [-3.56566, -0.66398, -0.16458], [-2.60949, -1.56018, -0.62136], [-1.30151, -1.44423, -0.22715], [-0.95898, -0.45544, 0.63972], [-1.88516, 0.43193, 1.11503], [-6.52675, 0.91068, -2.40273], [-6.24313, 1.16833, -3.73322], [-3.91578, 2.73671, -5.70937], [-5.65011, 2.87471, -5.98001], [-4.87636, 1.32255, -6.17292], [-3.49672, 3.04647, -3.36342], [-3.98740, 2.62397, -0.99365], [-7.08669, 0.89306, 0.07967], [-3.76462, 1.86936, 1.98586], [-4.59699, -0.80173, -0.44750], [-2.89001, -2.36585, -1.28698], [-0.53094, -2.12764, -0.55333], [-1.55296, 1.15702, 1.84980], [-7.40362, 0.32500, -2.13925], [-6.90444, 0.77548, -4.49999]], "atomic_forces_ev_per_a": [[1.181, 0.534, 0.934], [-0.004, 0.004, 0.015], [-0.013, -0.055, 0.001], [-0.006, -0.030, 0.011], [-0.264, 0.045, -0.036], [-0.019, -0.006, -0.046], [-0.019, -0.051, -0.019], [0.727, -0.394, 0.407], [-0.155, 0.124, -0.184], [0.075, -0.089, 0.015], [0.054, 0.032, -0.011], [-0.001, -0.001, -0.017], [0.018, 0.020, -0.011], [0.036, 0.068, -0.021], [-0.635, 0.438, -0.548], [-0.096, 0.027, 0.110], [-0.027, 0.002, 0.004], [0.206, -0.072, 0.132], [0.182, -0.062, -0.235], [-0.321, 0.245, -0.341], [-0.008, 0.041, 0.017], [0.003, -0.004, 0.022], [0.027, -0.005, 0.005], [0.028, -0.005, -0.033], [0.001, 0.031, -0.040], [-0.029, 0.027, 0.015], [-0.005, -0.072, -0.032], [-0.064, -0.035, 0.021], [-0.025, 0.040, -0.001], [0.011, 0.016, 0.011], [-0.003, 0.004, 0.012], [-0.069, 0.001, -0.058], [0.068, -0.006, -0.039], [-0.028, 0.056, -0.038], [0.007, 0.142, 0.110], [-0.221, -0.320, -0.059], [0.048, 0.070, 0.137], [-0.227, -0.272, -0.076], [0.024, -0.027, 0.036], [0.002, -0.026, -0.032], [-0.025, -0.026, -0.021], [0.111, 0.069, 0.104], [-0.012, -0.040, -0.010], [0.090, -0.023, -0.005], [-0.063, 0.005, -0.048], [-0.056, -0.035, 0.084], [-0.006, -0.167, -0.028], [-0.115, -0.079, 0.221], [0.043, 0.041, -0.532], [0.331, 0.191, 0.447], [0.244, 0.237, 0.014], [0.089, -0.202, 0.395], [0.249, -0.085, -0.437], [-0.065, 0.290, 0.196], [0.181, -0.167, -0.163], [-0.022, -0.173, -0.257], [-0.421, -0.068, -0.304], [0.157, 0.052, 0.105], [-0.465, 0.095, -0.088], [0.262, 0.508, 0.461], [-0.742, -0.126, -0.198], [0.528, -0.551, -0.172], [-0.285, -0.303, -0.221], [-0.372, -0.234, 0.022], [-0.015, -0.031, 0.046], [-0.013, 0.047, 0.055], [0.050, -0.017, 0.065], [-0.067, -0.068, 0.106], [-0.009, -0.004, -0.025], [-0.224, 0.161, -0.055], [0.018, 0.064, 0.175], [-0.108, 0.093, -0.085], [-0.043, 0.040, 0.022], [0.135, -0.017, 0.011], [0.098, 0.017, -0.035], [0.063, 0.044, -0.086], [0.024, 0.027, 0.110]], "homo_ev": [-14.69, -14.69], "orbital_gap_ev": [3.422, 3.417], "total_charge": 3}

| no. | DFT total energy (eV) | F_max (Eh/bohr) |
| --- | --- | --- |
| 1 | -64541.6739 | 0.0212 |
| 2 | -9459.3153 | 0.1076 |
| 3 | -78344.4319 | 0.0311 |